[1]
Molecular formula: C20H46AuO3P4Se
Method: DFT, ωB97M-V/def2-TZVPD

Geometry as ORCA input:
```
! RIJCOSX wB97M-V def2-TZVPD def2/J DEFGRID3
* xyz 3 3
H 1.654 -3.282 -0.126
H -2.315 -2.490 -6.894
Se -0.753 -4.340 -1.715
P -0.113 -1.259 2.651
H -0.355 -3.631 2.074
O 1.845 4.784 2.626
H 1.316 1.891 5.536
H -0.823 0.682 3.932
H -1.406 2.541 1.466
P 1.954 3.210 2.245
H -3.018 -4.955 -3.448
H 3.508 0.970 0.912
H -3.612 1.255 -1.425
C -0.963 -2.922 2.665
H -2.724 -1.696 0.088
C -2.525 1.158 -1.519
H 3.364 -2.989 0.316
P 2.265 -0.902 -0.052
H 1.056 2.844 -0.875
H 1.025 0.767 -3.746
P -1.787 0.589 0.046
C -1.200 -0.351 3.841
H -0.191 4.632 3.206
H 2.052 -2.812 1.535
C 2.325 -2.657 0.480
H -2.241 -0.304 3.477
C 0.576 5.395 2.972
H 3.509 0.003 -1.881
H -0.689 -1.123 -5.639
H 0.248 6.056 2.160
C -2.261 1.886 1.254
H 0.758 6.004 3.857
H 1.707 4.410 -0.201
Au 0.479 0.439 -0.899
O 1.280 2.426 3.524
C -1.161 -2.009 -5.156
C 0.867 3.676 -0.163
H 0.933 3.617 5.244
C -1.411 -3.540 -3.302
H 0.009 2.237 -4.396
C 0.555 1.312 -4.567
H 2.516 -1.411 -2.356
H 4.070 -1.652 -1.479
H -2.257 0.411 -2.277
H -0.145 -1.800 -3.284
C 3.199 -1.008 -1.599
H 2.070 -2.119 3.318
H -1.097 -3.301 3.692
C 3.414 -0.104 1.115
C -2.797 -3.804 -5.264
C -0.854 -2.393 -3.881
H 1.647 -0.641 4.202
H 3.057 -0.227 2.149
C 1.567 2.773 4.919
C -3.001 -0.725 0.524
H -3.561 -4.319 -5.825
C -2.487 -4.171 -3.963
O 0.712 3.088 1.148
H 2.643 2.978 5.037
H 0.909 -2.184 4.685
H 4.382 -0.607 1.011
C -2.110 -2.750 -5.869
H -0.109 4.126 -0.398
H -1.156 -0.835 4.823
H 1.147 -0.120 -6.106
H -3.098 2.463 0.827
H -1.933 -2.834 2.137
H -0.789 -3.144 -0.924
H -2.068 2.120 -1.776
H -3.983 -0.423 0.118
H -2.614 1.439 2.195
H 0.198 1.309 -6.655
H -3.110 -0.861 1.615
C 1.256 -1.597 3.832
C 0.645 0.796 -5.798
*
```

Summary:
- <S²> = 2.0252
- highest occupied orbital energy (alpha / beta) (hartree) = -0.5849 / -0.5848
- ΔE to the lowest compared entry with this formula, charge and spin (kcal/mol) = 0.0
- LUMO (alpha / beta) (Eh) = -0.36059 / -0.45992
- orbital gap (alpha / beta) (eV) = 6.103 / 3.399
- DFT total energy (a.u.) = -4916.81615

[2]
Molecular formula: C20H46B3BeCl5KN3NaO14SSi
Method: DFT, ωB97M-V/def2-TZVPD

Geometry as ORCA input:
```
! RIJCOSX wB97M-V def2-TZVPD def2/J DEFGRID3
* xyz -1 1
H -4.407 -3.022 4.658
H -3.065 1.970 -2.229
H -1.182 -3.456 -3.525
H 2.753 -0.533 0.022
Cl 7.756 -8.647 -1.001
H -0.268 3.224 1.028
H 3.001 5.147 -1.371
O -2.652 3.568 -5.390
O 1.277 -4.765 0.797
H -5.773 -2.513 5.645
C -2.301 2.290 -1.519
Cl 4.904 -8.395 -1.424
C -2.454 -1.489 6.119
C -3.732 1.301 -5.591
C 0.106 2.713 -1.411
C -2.287 1.236 -0.414
N -1.014 2.307 -2.224
N -1.231 -3.372 4.788
H -1.288 0.816 -0.304
B -0.939 -2.075 0.513
O 0.705 -1.441 -4.161
S 2.415 -4.681 -0.168
H 3.631 1.037 0.139
Na 5.564 0.688 0.402
C 3.398 0.241 3.251
H 1.194 -2.082 0.635
C -1.776 -2.538 5.358
H 1.300 -0.044 -2.831
C -4.784 -2.213 5.281
H 3.343 0.852 4.148
O 3.608 -5.350 0.397
H -1.418 4.974 -2.044
C -1.250 -2.462 -3.070
C 6.302 -7.681 -0.626
H 2.748 3.189 1.406
H -0.429 0.088 -3.609
H -2.652 3.255 -1.145
C 0.047 4.040 -0.681
C -3.872 -1.940 6.482
K -2.186 -5.284 -1.244
Be -3.327 -1.281 2.695
Cl 6.524 -6.038 -1.197
C 0.339 -0.457 -3.092
H -1.876 -1.298 7.026
H 0.383 -3.176 1.764
O -3.013 -1.996 -1.228
C -0.495 5.189 -1.521
H 4.377 0.371 2.772
H 0.970 2.779 -2.077
N 2.944 6.024 -0.827
O -0.605 4.004 0.579
H 3.337 3.123 -1.995
H 1.961 0.986 -0.437
H -1.510 1.989 -5.823
Si 2.092 0.840 2.002
H 1.106 4.290 -0.449
H -0.619 6.035 -0.840
H 3.717 6.640 -1.080
H 3.311 -0.804 3.528
H 0.324 1.912 -0.705
C 2.675 0.539 0.248
H 2.384 3.067 3.146
Cl 6.043 -7.671 1.117
H -0.287 -1.341 3.170
H 0.887 -2.472 -2.313
H -2.486 2.608 -7.123
H -3.668 1.257 -4.487
C 2.092 2.735 2.150
O -3.284 0.242 -0.582
H -4.709 1.786 -5.778
O -3.400 0.323 -6.245
H -4.905 -1.336 4.654
O 0.593 0.230 2.244
C -2.451 2.531 -6.022
H 2.051 6.484 -1.028
H 0.252 5.513 -2.253
C 0.554 -1.201 2.498
H -1.065 2.797 -3.105
H -1.764 -1.762 -3.720
H 1.449 -1.565 3.005
H -3.801 -2.844 7.091
H 2.990 5.806 0.171
B -1.777 -2.459 -1.601
O 2.729 -3.233 -0.440
H -4.343 -1.170 7.097
B -2.757 -0.946 -0.336
O 2.781 3.551 -1.333
H 1.077 3.058 1.924
O 2.000 -5.350 -1.436
O -0.974 -2.968 -0.563
H -2.521 1.770 0.513
Cl -5.529 -0.189 0.499
C 0.209 -1.962 -2.990
H -2.475 -0.572 5.529
O -1.960 -1.171 0.777
C 0.363 -2.172 1.337
*
```

Summary:
- highest occupied orbital energy (hartree) = -0.1158
- LUMO (Eh) = -0.02913
- orbital gap (eV) = 2.357
- DFT total energy (a.u.) = -5847.43774

[3]
Molecular formula: C20H46BeBrCaCl2F4N3O14P2S2
Method: DFT, ωB97M-V/def2-TZVPD

Geometry as ORCA input:
```
! RIJCOSX wB97M-V def2-TZVPD def2/J DEFGRID3
* xyz 0 1
H 2.097 -0.873 3.254
C 0.226 7.660 4.453
H 6.773 1.796 -0.716
C -1.072 6.902 4.255
H 3.532 -3.497 2.676
C 0.293 3.733 -6.421
H -3.649 -3.445 -1.152
O -1.265 2.823 -7.953
H 4.056 1.354 1.240
H 4.280 -0.194 -0.776
S -1.126 -3.498 2.273
Ca -1.757 -0.164 5.517
C 2.989 5.446 3.387
C 1.824 2.592 0.976
C 0.543 1.626 0.869
H 1.790 -2.105 4.556
O -4.876 -5.467 -1.899
H 1.360 3.898 -6.267
H -0.254 4.556 -5.947
H 2.786 -1.379 1.152
O -0.819 -0.785 3.508
H -7.039 -11.547 -2.495
H 0.542 1.600 -6.112
C -4.552 -10.173 -2.761
O -5.297 -9.238 -0.378
F 4.092 6.137 3.726
O 1.350 6.764 4.449
H -1.628 -0.413 3.949
P 0.250 -1.003 0.430
O -1.369 2.916 6.981
H -7.552 -11.082 -0.855
H 0.356 8.443 3.701
C 6.282 0.763 -0.706
H 4.726 0.728 -2.830
Br 1.583 -0.669 -1.404
C -0.205 2.412 -5.880
Be 6.991 3.804 -0.478
C -6.695 -11.199 -1.520
P -1.205 -1.554 2.017
C -2.009 3.527 7.893
H 6.737 0.162 -1.566
H -0.378 2.415 -4.807
C 4.073 1.868 0.223
H 4.815 2.743 0.271
O 0.875 0.296 1.346
H -4.965 -10.554 -3.696
O -2.833 -1.252 1.549
H 0.697 3.138 -8.468
H -2.626 0.864 -3.743
H -1.936 1.294 -2.454
H 1.735 -3.805 2.858
H 1.513 3.694 0.983
H -3.987 -10.955 -2.252
O -2.118 1.594 -3.356
C 2.501 -3.003 2.630
H 0.219 8.148 5.428
S -5.893 -9.593 -1.703
H -1.704 1.143 -6.824
O 1.276 6.685 2.201
H -3.893 -9.330 -2.974
H -1.927 7.574 4.334
F 3.282 4.789 2.252
O -1.869 4.720 8.166
C -0.086 3.635 -7.886
H -0.286 4.611 -8.334
C 2.341 -2.421 1.147
Cl 0.866 -0.015 -6.913
C -1.470 2.199 -6.681
F -1.108 -0.767 -0.596
C -4.102 -5.410 -0.953
C 1.772 6.353 3.243
Cl 0.010 1.369 -2.444
N 2.755 2.441 -0.183
H -4.271 -7.355 -0.408
N -3.462 -4.264 -0.600
O 0.990 -2.513 0.614
H 2.340 2.432 1.988
H 3.010 -3.051 0.467
N -3.814 -6.485 -0.177
H 0.050 1.664 -0.135
H -5.997 -11.917 -1.088
O -2.808 2.738 8.474
H -0.225 2.051 1.613
H -1.103 6.419 3.276
H 3.560 -1.618 4.103
C 4.682 0.870 -0.888
H -1.171 6.111 5.003
H 6.509 0.166 0.240
H -2.327 2.687 -6.200
H 2.976 3.387 -0.519
H -3.214 -0.524 2.084
H -2.823 -4.196 0.172
F 2.821 4.508 4.337
H -3.182 -6.458 0.601
C 2.514 -1.818 3.728
O 4.301 1.341 -2.200
*
```

Summary:
- highest occupied orbital energy (hartree) = -0.2481
- LUMO (Eh) = -0.18757
- orbital gap (eV) = 1.646
- DFT total energy (a.u.) = -8072.02663

[4]
Molecular formula: C20H46BrCl2FN6O8P
Method: DFT, ωB97M-V/def2-TZVPD

Geometry as ORCA input:
```
! RIJCOSX wB97M-V def2-TZVPD def2/J DEFGRID3
* xyz 1 1
C -0.364 0.838 6.613
O -2.112 3.925 3.217
H -2.263 -3.518 -2.682
H 1.053 2.346 4.176
C -3.576 5.507 2.178
H -1.084 -6.612 0.979
H -0.762 3.953 1.239
H 4.346 0.002 -1.152
H 3.077 -0.412 2.469
H 1.666 0.905 0.866
O 3.545 0.482 -1.423
H -0.802 -2.034 2.156
Br 0.624 -1.247 -4.161
H 2.777 2.658 3.895
N -0.571 -4.725 0.214
C 1.767 2.872 3.541
C -2.826 0.849 7.165
H -0.224 -5.557 2.102
H -3.367 -0.079 7.357
H -4.245 5.218 1.367
H -4.104 5.417 3.121
H 1.361 -0.714 2.757
C -2.394 -4.241 -3.484
N -1.560 4.568 1.139
H -0.519 2.410 8.078
P 2.490 -0.581 -1.881
C 2.131 0.053 2.761
C -0.292 -5.867 1.066
H -1.769 -6.237 -6.549
C 1.602 2.434 2.115
H 2.223 0.433 3.773
H -2.590 5.917 -0.082
H 3.520 -1.681 -6.372
F 4.349 0.138 -6.294
H 4.295 -0.643 -3.932
H 1.379 1.939 -2.017
H -3.462 -5.750 -6.695
O 0.512 0.580 5.796
C -1.704 5.291 -0.103
H -1.380 -3.640 2.617
C -2.363 4.603 2.231
H -1.791 4.598 -0.944
C -0.736 -3.434 0.574
H 2.098 4.021 -2.734
C 3.343 -0.716 -5.899
H -3.282 6.548 2.035
N -2.182 -4.278 -5.925
H -3.422 -4.602 -3.471
C 3.350 -0.917 -4.391
C 1.305 3.596 -3.342
H 1.436 3.805 -4.402
C -2.079 -3.560 -4.793
C -2.570 -5.670 -6.075
H -0.834 5.927 -0.279
H 3.199 -1.972 -4.184
N 1.786 1.121 1.842
C -0.039 1.439 7.960
Cl 3.652 1.977 -4.036
O 1.306 3.213 1.211
O 2.939 -1.967 -1.734
H -1.724 -5.086 -3.318
H -1.964 -3.756 -6.761
H 0.477 -0.910 -1.215
H 1.037 1.567 8.021
H -2.523 1.273 8.116
H -1.817 0.210 5.415
H 1.647 1.321 -5.011
H 0.358 -3.348 2.429
H -0.365 0.785 8.769
H 0.651 -6.334 0.781
H 0.380 4.081 -3.038
C 2.034 1.262 -3.998
H 1.587 3.940 3.605
H -0.659 -4.885 -0.777
N -1.666 0.600 6.331
Cl -0.571 1.677 -3.351
H 2.390 -0.337 -6.270
O -0.978 -2.574 -0.269
H -3.505 1.548 6.674
C 1.136 2.096 -3.065
N 2.185 -0.236 -3.641
O 1.188 -0.243 -1.097
H -2.781 -6.109 -5.106
O -1.745 -2.373 -4.833
C -0.630 -3.099 2.040
*
```

Summary:
- highest occupied orbital energy (hartree) = -0.3879
- LUMO (Eh) = -0.14150
- orbital gap (eV) = 6.704
- DFT total energy (a.u.) = -5655.65815

[5]
Molecular formula: C20H46IrP4Se
Method: DFT, ωB97M-V/def2-TZVPD

Geometry as ORCA input:
```
! RIJCOSX wB97M-V def2-TZVPD def2/J DEFGRID3
* xyz 3 5
C -0.631 -3.062 2.378
P 1.553 1.234 -2.273
H -1.530 3.306 -2.677
C 1.749 -0.286 -3.312
H 3.709 2.380 0.616
C -2.603 -4.888 3.192
H 0.891 4.399 -0.805
H 3.955 1.631 -2.900
H 0.079 -2.302 2.038
C -1.472 -5.323 2.488
P -1.480 -0.176 -1.428
C -1.667 -2.651 3.243
H -1.935 -2.421 -2.001
Se -1.655 -0.849 3.899
H 1.955 -3.555 0.319
C -1.115 -1.938 -1.456
H 1.986 -1.121 -2.643
C -2.178 2.923 1.105
H 0.097 2.240 -4.017
H -2.427 4.425 -1.609
H -2.718 -0.456 -3.428
H 1.771 2.746 -4.279
H -2.574 -0.489 2.723
H 2.258 -5.500 1.929
H 0.121 1.174 3.255
C 3.326 1.720 -1.994
H 0.431 4.515 0.910
C 1.018 2.541 -3.497
P -1.011 2.942 -0.307
H -1.342 -6.386 2.288
H 1.731 -0.760 2.213
H -3.738 -0.781 -1.034
H 0.829 -0.522 -3.860
C -2.085 3.383 -1.734
P 1.544 1.466 1.283
C 2.379 -5.569 0.839
Ir 0.231 0.870 -0.416
H 2.558 -4.731 -1.088
H 0.179 2.908 2.742
H -2.760 3.858 1.112
H -3.523 0.954 -0.672
H -0.552 5.326 -0.334
H 3.164 0.271 2.560
H 3.106 2.971 2.217
H -0.161 -2.136 -1.956
H -2.342 1.275 -3.215
H 2.641 -6.598 0.506
H 1.595 2.171 3.528
C 2.275 -4.547 -0.035
H -2.861 2.070 1.014
C 0.042 4.427 -0.111
C 2.437 -0.029 1.789
H 2.447 3.664 0.701
H 0.825 3.491 -2.977
H -1.071 -2.317 -0.430
H 2.566 -0.208 -4.046
C -0.552 -4.401 1.996
C -1.935 0.261 -3.142
H 2.968 -0.476 0.941
H 0.259 -4.696 1.331
H -3.660 -3.174 4.001
H -2.968 2.734 -1.783
H -1.644 2.821 2.055
C 0.756 1.981 2.845
H -2.951 -0.281 0.489
H -3.366 -5.615 3.483
H -1.098 0.166 -3.838
H 3.756 1.061 -1.225
C -2.736 -3.532 3.524
H 3.389 2.762 -1.639
C 2.836 2.751 1.175
C -3.073 -0.040 -0.570
*
```

Summary:
- <S²> = 6.0145
- highest occupied orbital energy (alpha / beta) (hartree) = -0.5661 / -0.6128
- ΔE to the lowest compared entry with this formula, charge and spin (kcal/mol) = 12.6
- LUMO (alpha / beta) (Eh) = -0.30900 / -0.47091
- orbital gap (alpha / beta) (eV) = 6.997 / 3.862
- DFT total energy (a.u.) = -4659.76241

[6]
Molecular formula: C20H46O2P4Y
Method: DFT, ωB97M-V/def2-TZVPD

Geometry as ORCA input:
```
! RIJCOSX wB97M-V def2-TZVPD def2/J DEFGRID3
* xyz 3 1
C -0.344 3.776 2.742
H -4.347 -2.049 1.061
H -2.432 4.959 0.772
P -2.035 -1.912 0.263
C 1.834 -2.519 2.120
C 0.611 -0.385 3.448
O -0.996 1.839 -1.774
C -0.953 5.188 -6.996
H -2.654 -3.984 1.371
H -3.934 2.286 2.455
C -1.358 1.941 -4.108
H 1.612 -3.143 1.249
H 1.352 1.348 -0.774
H 3.117 0.217 -1.718
Y -0.415 0.498 -0.252
H -1.323 3.991 -0.278
H 1.281 -0.742 4.250
H -1.556 2.222 -6.215
H -1.920 -3.304 -1.708
H -0.119 3.225 3.670
H 2.821 1.171 2.009
C -2.713 -2.722 -1.222
H 1.755 4.271 -4.395
H 0.448 0.699 3.560
H -0.928 -3.989 0.895
H -2.262 1.335 -3.985
H -0.300 -1.454 -3.396
H 1.321 -2.004 -3.917
C 0.780 -1.261 -3.312
H 3.605 -0.151 1.104
C -3.564 -1.277 1.049
P -1.713 2.970 1.896
H -3.546 -3.386 -0.950
C -3.129 2.809 2.989
H -0.605 4.815 3.003
C 1.493 -3.231 -1.432
C 0.942 3.550 -4.325
H 1.282 -2.913 2.980
P 1.369 -0.777 1.810
H 3.483 -0.242 2.886
H -2.074 3.516 -7.690
H 0.555 3.784 2.102
H 0.985 -0.251 -3.693
C 2.979 0.087 1.968
H -3.031 4.751 -6.660
C 0.492 3.174 -3.066
H 0.694 3.272 -6.452
H -3.525 3.773 3.347
C 0.310 3.045 -5.462
H -0.904 6.127 -6.429
H 0.554 -3.671 -1.067
H 1.711 -3.639 -2.428
C 3.069 -0.875 -1.719
H -3.029 3.481 -0.065
H 3.480 -1.240 -2.667
H 2.907 -2.594 2.338
O -1.227 1.570 1.431
H -3.921 -0.404 0.485
H 2.307 -3.500 -0.748
H 0.983 3.472 -2.141
C -2.163 3.942 0.438
H -1.456 -3.057 2.323
H -3.074 -1.957 -1.919
P 1.333 -1.415 -1.575
H -3.324 -0.975 2.076
C -2.071 4.447 -7.098
C -1.738 -3.378 1.313
H 3.670 -1.246 -0.883
C -0.900 2.339 -5.352
H -0.056 4.938 -7.590
H -0.359 -0.901 3.537
H -2.820 2.217 3.862
C -0.639 2.311 -2.953
*
```

Summary:
- highest occupied orbital energy (alpha / beta) (hartree) = -0.6171 / -0.6079
- ΔE to the lowest compared entry with this formula, charge and spin (kcal/mol) = 0.0
- LUMO (alpha / beta) (Eh) = -0.45333 / -0.41233
- orbital gap (alpha / beta) (eV) = 4.457 / 5.321
- DFT total energy (a.u.) = -2342.96882

Asked for max |F| across the records above, the calculation gives 2.19 6.42 6.24 2.39 3.10 2.48 eV/Å in order.